i.
Entry from OMol25: a 3-piece molecular cluster, C3H13NO3 overall (the ωB97M-V functional and the def2-TZVPD basis).

Structure (ORCA input):
```
! RIJCOSX wB97M-V def2-TZVPD def2/J DEFGRID3
* xyz 1 2
C 1.255 0.728 -1.545
C 0.313 -0.443 -1.230
C -0.488 -0.336 0.078
O -1.400 -1.396 0.141
N 1.896 1.154 -0.341
H 0.688 1.522 -2.031
H 2.074 0.552 -2.256
H 0.805 -1.426 -1.235
H -0.373 -0.578 -2.067
H -1.010 0.629 0.021
H 0.094 -0.458 0.988
H -1.802 -1.549 -0.722
H 1.367 1.831 0.218
H 2.112 0.425 0.338
H -1.397 4.784 3.422
H -0.998 5.272 4.804
O -1.739 5.261 4.185
H -0.236 -4.765 -0.412
H -0.840 -5.553 -1.584
O -0.322 -5.652 -0.771
*
```

Properties
⟨S²⟩: 0.75
LUMO (alpha / beta): -3.9 / -9.4 eV



ii.
Entry from OMol25: a 3-piece molecular cluster, C3H13NO3 overall (the ωB97M-V functional and the def2-TZVPD basis).

Structure (ORCA input):
```
! RIJCOSX wB97M-V def2-TZVPD def2/J DEFGRID3
* xyz 1 2
C -0.807 -2.056 1.408
N 0.035 -0.858 1.058
C -0.615 0.159 0.335
C 0.195 1.390 -0.053
O 0.718 0.986 -1.250
H -1.409 -2.190 0.530
H -1.492 -1.709 2.183
H -0.070 -2.802 1.337
H 0.306 -0.308 1.918
H -1.058 -0.239 -0.586
H -1.343 0.505 1.066
H -0.508 2.278 -0.137
H 0.927 1.648 0.766
H 0.990 0.092 -1.152
H -0.001 2.427 -6.370
H 0.042 1.389 -5.431
O -0.396 1.588 -6.269
H 1.244 -1.502 3.624
H 1.665 -0.114 3.113
O 1.577 -0.682 3.913
*
```

Properties
⟨S²⟩: 0.75
LUMO (alpha / beta): -3.7 / -8.9 eV



Tell me which of them is the least stable. Sure, it is ii.



i.
Entry from OMol25: a 2-piece molecular cluster, C2H8Cl2Si2 overall (the ωB97M-V functional and the def2-TZVPD basis).

Structure (ORCA input):
```
! RIJCOSX wB97M-V def2-TZVPD def2/J DEFGRID3
* xyz 0 1
C 1.208 0.982 0.233
C 0.879 0.087 1.444
Si -0.203 -1.503 1.296
Si -1.354 -0.194 -2.200
Cl -1.477 1.832 -2.202
Cl -3.223 -0.940 -2.294
H 1.760 0.469 -0.603
H 0.170 1.191 -0.143
H 1.594 1.966 0.545
H 0.542 0.787 2.246
H 1.807 -0.298 1.975
H 0.702 -2.471 2.142
H -1.650 -1.436 1.176
H -0.754 -0.472 -3.615
*
```

Properties
LUMO (alpha / beta): -1.6 / -0.8 eV



ii.
Entry from OMol25: one molecule with the formula C2H8Cl2Si2 (the ωB97M-V functional and the def2-TZVPD basis).

Structure (ORCA input):
```
! RIJCOSX wB97M-V def2-TZVPD def2/J DEFGRID3
* xyz 0 1
C -1.388 0.110 -0.650
C 1.489 -0.038 1.927
Si 0.522 -0.077 -1.701
Si 2.089 0.047 0.055
Cl 3.336 -1.676 -0.118
Cl 3.272 1.695 -0.203
H -2.067 -0.378 -1.291
H -1.251 -0.536 0.198
H -1.374 1.251 -0.443
H 0.534 0.406 2.039
H 1.157 -1.027 2.225
H 2.331 0.152 2.546
H 0.325 -1.610 -2.182
H 0.422 0.787 -2.865
*
```

Properties
SMILES string: C[SiH2][Si](C)(Cl)Cl
LUMO: 0.3 eV



iii.
Entry from OMol25: C2H8Cl2Si2 as an isolated structure (the ωB97M-V functional and the def2-TZVPD basis).

Structure (ORCA input):
```
! RIJCOSX wB97M-V def2-TZVPD def2/J DEFGRID3
* xyz 0 1
C -2.579 -0.096 -0.327
C 2.474 -0.361 0.095
Si -0.766 -0.071 -0.775
Si 0.827 0.371 0.805
Cl 1.033 2.093 1.800
Cl 0.133 -0.950 2.320
H -2.923 -1.053 -0.542
H -2.565 -0.120 0.791
H -3.189 0.710 -0.637
H 2.991 -0.994 0.664
H 2.478 -0.681 -0.932
H 2.991 0.558 -0.085
H -0.423 -1.032 -1.821
H -0.483 1.627 -1.356
*
```

Properties
LUMO: 0.6 eV



Tell me which of them is the least stable. Sure, it is i.



i.
Entry from OMol25: one molecule with the formula C2H5N3O2S (the ωB97M-V functional and the def2-TZVPD basis).

Structure (ORCA input):
```
! RIJCOSX wB97M-V def2-TZVPD def2/J DEFGRID3
* xyz 0 1
C -0.319 1.020 -0.420
C -0.067 -0.486 -0.354
H 0.865 1.283 1.251
H 0.162 2.706 0.591
H -1.052 -2.249 -0.370
H -2.143 -0.874 1.113
H 3.278 -1.269 -0.204
N 0.182 1.706 0.654
N -1.210 -1.253 -0.517
N 1.047 -1.095 -0.264
O -0.924 1.527 -1.333
O -2.335 -0.809 0.169
S 2.515 -0.206 -0.316
*
```

Properties
SMILES string: NC(=O)/C(=N\S)NO
LUMO: 0.5 eV



ii.
Entry from OMol25: one molecule with the formula C2H5N3O2S (the ωB97M-V functional and the def2-TZVPD basis).

Structure (ORCA input):
```
! RIJCOSX wB97M-V def2-TZVPD def2/J DEFGRID3
* xyz 0 1
C 1.020 0.794 -0.340
C -0.377 0.142 -0.300
H 1.939 -1.234 1.861
H 2.220 -2.088 0.256
H 2.830 0.474 0.491
H -1.042 1.774 0.269
H -2.576 -0.423 0.483
N 1.773 -1.164 0.728
N 1.981 0.048 0.412
N -1.237 0.819 0.661
O 1.160 1.902 -0.805
O -2.598 0.655 0.634
S -0.834 -1.406 -0.672
*
```

Properties
SMILES string: NNC(=O)C(=S)NO
LUMO: -0.4 eV



Tell me which of them is the least stable. Sure, it is ii.



i.
Entry from OMol25: one molecule with the formula C2H5N3O2S (the ωB97M-V functional and the def2-TZVPD basis).

Structure (ORCA input):
```
! RIJCOSX wB97M-V def2-TZVPD def2/J DEFGRID3
* xyz 0 1
C -0.917 0.844 0.049
C 0.300 -0.227 0.053
H -1.040 2.899 -0.591
H 0.607 2.188 -0.543
H 0.708 -2.129 0.395
H -2.547 -1.104 0.402
H 3.192 -0.619 0.127
N -0.368 2.054 -0.281
N -0.103 -1.447 0.413
N 1.573 0.061 -0.072
O -2.140 0.686 0.396
O 2.338 -1.177 -0.026
S -1.604 -2.030 -0.322
*
```

Properties
SMILES string: NC(=O)/C(=N/O)NS
LUMO: 0.4 eV



ii.
Entry from OMol25: one molecule with the formula C2H5N3O2S (the ωB97M-V functional and the def2-TZVPD basis).

Structure (ORCA input):
```
! RIJCOSX wB97M-V def2-TZVPD def2/J DEFGRID3
* xyz 0 1
C 0.884 0.273 0.383
C -2.018 0.186 -0.272
H 3.118 0.134 -0.286
H 1.394 -1.730 0.529
H -1.079 1.621 0.769
H -2.894 0.791 -0.523
H -2.217 -1.183 -1.641
N 1.745 -0.784 0.439
N -1.392 0.666 0.904
N -1.611 -0.842 -0.887
O 2.960 -0.834 -0.245
O -0.189 -0.057 1.155
S 1.298 1.760 -0.325
*
```

Properties
SMILES string: [H]/N=C/NOC(=S)NO
LUMO: 0.7 eV



Tell me which of them is the least stable. Sure, it is ii.